Computed, not measured: a cluster of 5 separate species, H8O4 in total in a non-equilibrium geometry, with the ωB97M-V functional and the def2-TZVPD basis.

XYZ file:
```
12
Properties=species:S:1:pos:R:3:forces:R:3
O -1.357144 -0.935811 0.360948 -0.1586 0.0950 0.0092
H -0.174300 1.643584 -0.085554 -0.8363 -0.4047 0.0670
H -1.325727 -0.571451 -0.548598 0.3587 -0.1100 0.2516
H -0.459647 -0.850387 0.800759 -0.0384 0.0521 -0.3000
O -1.199777 1.150712 -0.977731 0.5174 -0.6124 0.3311
H -1.829310 1.705764 -1.440499 -0.5124 0.3263 -0.2362
O 1.097358 -0.762379 1.245685 -0.8041 0.6013 -0.4507
H 0.754964 -1.499999 -1.249606 -0.1485 -0.1527 -0.1907
H 1.437956 -1.094785 2.080226 0.0709 0.0079 0.3628
O 0.687999 1.654534 0.397211 1.0334 0.7729 0.4073
H 0.958416 0.735726 0.591611 0.3106 -0.6616 -0.1687
H 1.409211 -1.175508 -1.174451 0.2074 0.0859 -0.0826
```
Forces are in eV/Å.

HOMO-LUMO gap ... 0.1813 hartree
Energy above the lowest of the compared OMol25 structures with the same formula, charge and spin ... 967.3 kJ/mol
2S+1 ... 1
Largest force on an atom ... 1.4 eV/A
HOMO level ... -10.90 eV